[1]
One molecule with the formula C6H13O2PS2, computed with wB97M-V/def2-TZVPD.

The geometry in ORCA input format:
```
! wB97M-V def2-TZVPD RIJCOSX def2/J DEFGRID3
* xyz 0 1
C 2.456 -0.531 0.645
C 1.722 -0.325 -0.731
C 0.197 -0.628 -0.711
C -0.332 -0.337 -2.173
C -0.658 0.261 0.251
O -1.072 -0.471 1.433
C -2.423 -0.237 1.672
O -2.755 0.509 2.498
S -3.740 -1.013 0.693
P 0.076 1.929 0.731
S 0.362 2.163 2.653
H 3.292 -1.249 0.484
H 1.823 -0.955 1.444
H 2.954 0.415 0.942
H 2.172 -1.058 -1.439
H 1.976 0.665 -1.164
H 0.055 -1.704 -0.475
H -1.406 -0.607 -2.201
H -0.268 0.762 -2.338
H 0.285 -0.894 -2.899
H -1.608 0.486 -0.293
H -3.482 -2.348 0.592
H 1.262 2.251 0.031
H -0.889 2.916 0.357
*
```

Calculated values
Largest force on an atom   2.33 eV Å⁻¹
HOMO-LUMO gap   8.8 eV
Energy above the lowest of the compared OMol25 structures with the same formula, charge and spin   244.70 kJ/mol
SMILES   CC[C@H](C)[C@@H](OC(=O)S)[PH2]=S
E_LUMO   0.35 eV

---

[2]
An isolated ion of composition CN5O2 and charge -1, computed with wB97M-V/def2-TZVPD.

The geometry in ORCA input format:
```
! wB97M-V def2-TZVPD RIJCOSX def2/J DEFGRID3
* xyz -1 1
C -0.211 0.108 0.018
N 2.113 -0.534 0.132
N 1.249 -1.279 0.283
N 0.640 0.984 -0.242
N 1.976 0.762 -0.205
N -1.621 -0.013 0.020
O -2.306 -0.031 -1.042
O -2.281 -0.106 1.066
*
```

Calculated values
Largest force on an atom   4.72 eV Å⁻¹
HOMO-LUMO gap   7.9 eV
Energy above the lowest of the compared OMol25 structures with the same formula, charge and spin   625.24 kJ/mol
E_LUMO   3.33 eV

---

[3]
C42H61BN2O15Si2 as an isolated structure, computed with wB97M-V/def2-TZVPD.

The geometry in ORCA input format:
```
! wB97M-V def2-TZVPD RIJCOSX def2/J DEFGRID3
* xyz 0 1
C -2.946 -0.919 -2.000
O -3.541 0.194 -1.343
C -3.690 1.307 -2.222
C -2.392 1.795 -2.881
C -1.222 1.967 -1.901
C -1.624 2.891 -0.705
C -0.566 3.998 -0.400
C -0.619 4.329 1.112
C 0.321 3.427 1.921
C 1.787 3.530 1.452
C 2.776 3.019 2.509
C 2.820 1.474 2.599
C 2.307 0.773 1.328
C 2.229 -0.761 1.502
Si 1.819 -1.561 -0.171
C 0.673 -0.348 -1.078
N -0.195 -0.954 -2.148
C 0.864 -3.162 0.234
C -0.583 -2.831 0.555
C -0.961 -2.271 1.761
C -2.262 -1.938 2.015
C -3.268 -2.143 1.089
C -4.676 -1.711 1.414
C -2.903 -2.740 -0.093
C -1.599 -3.068 -0.341
O 3.299 -1.820 -0.914
Si 3.299 -1.708 -2.595
B 3.505 0.169 -3.268
O 4.160 1.164 -2.524
N 2.918 0.494 -4.580
C 3.976 0.903 -5.552
C 1.901 1.553 -4.444
H -3.085 -0.902 -3.091
H -3.313 -1.874 -1.612
H -1.860 -0.885 -1.822
H -4.427 1.009 -2.988
H -4.115 2.127 -1.635
H -2.616 2.757 -3.365
H -2.069 1.098 -3.666
H -0.903 1.014 -1.460
H -0.343 2.392 -2.401
H -1.740 2.262 0.184
H -2.562 3.415 -0.920
H -0.858 4.864 -1.009
H 0.429 3.695 -0.743
H -0.364 5.391 1.228
H -1.665 4.223 1.428
H -0.045 2.393 1.959
H 0.320 3.820 2.949
H 1.936 3.080 0.464
H 1.980 4.607 1.318
H 3.758 3.482 2.358
H 2.424 3.394 3.481
H 3.873 1.180 2.733
H 2.290 1.075 3.471
H 1.289 1.112 1.108
H 3.019 0.966 0.512
H 3.222 -1.161 1.771
H 1.553 -1.076 2.300
H -0.035 0.012 -0.311
H 1.181 0.556 -1.443
H 0.073 -0.519 -3.030
H 0.092 -1.922 -2.276
H 0.914 -3.908 -0.569
H 1.309 -3.536 1.167
H -0.243 -2.071 2.554
H -2.570 -1.481 2.955
H -4.714 -0.620 1.262
H -5.425 -2.132 0.738
H -4.935 -1.865 2.466
H -3.666 -2.927 -0.848
H -1.323 -3.537 -1.286
H 4.516 -2.425 -3.060
H 2.166 -2.413 -3.233
H 3.506 1.587 -1.947
H 4.192 0.037 -6.188
H 3.625 1.761 -6.126
H 4.903 1.132 -5.004
H 1.273 1.403 -3.552
H 2.409 2.521 -4.283
H 1.247 1.594 -5.321
C 2.935 -1.110 8.443
C 3.183 -1.002 7.132
C 2.123 -1.275 6.105
O 2.406 -1.140 4.928
C 0.808 -1.692 6.566
C 0.560 -1.804 7.878
C 1.612 -1.505 8.907
O 1.320 -1.607 10.084
O -0.626 -2.183 8.348
O 4.376 -0.646 6.660
H 3.689 -0.914 9.193
H 0.058 -1.902 5.816
H -0.540 -2.181 9.321
H 4.287 -0.641 5.687
C -5.449 6.896 -0.653
C -6.241 7.449 -1.581
C -7.238 6.636 -2.355
O -7.941 7.201 -3.171
C -7.309 5.206 -2.092
C -6.516 4.652 -1.167
C -5.538 5.470 -0.374
O -4.855 4.911 0.465
O -6.542 3.349 -0.893
O -6.195 8.748 -1.873
H -4.729 7.472 -0.089
H -8.018 4.627 -2.667
H -5.876 3.215 -0.190
H -6.865 8.888 -2.569
C 3.594 -8.547 -1.270
C 3.923 -8.876 -2.526
C 4.141 -7.832 -3.583
O 4.457 -8.194 -4.702
C 3.961 -6.435 -3.217
C 3.629 -6.107 -1.962
C 3.436 -7.149 -0.899
O 3.152 -6.785 0.228
O 3.450 -4.844 -1.581
O 4.076 -10.141 -2.914
H 3.436 -9.290 -0.501
H 4.104 -5.693 -3.990
H 3.221 -4.882 -0.631
H 4.313 -10.102 -3.861
*
```

Calculated values
Largest force on an atom   2.92 eV Å⁻¹
HOMO-LUMO gap   6.6 eV
E_LUMO   -1.58 eV

---

[4]
C9H6F4KN2OS as an isolated structure, computed with wB97M-V/def2-TZVPD.

The geometry in ORCA input format:
```
! wB97M-V def2-TZVPD RIJCOSX def2/J DEFGRID3
* xyz 1 1
O -1.175 2.529 0.915
C -0.871 1.119 1.067
C -0.994 0.497 -0.319
C 0.226 -0.250 -0.808
C 0.487 -0.303 -2.149
F -0.340 0.333 -2.998
C 1.569 -0.990 -2.738
C 2.439 -1.671 -1.950
C 2.223 -1.656 -0.553
N 2.987 -2.271 0.357
S 2.346 -1.986 1.785
N 1.106 -1.057 1.354
C 1.142 -0.963 0.020
C -1.946 0.511 1.998
F -1.681 -0.727 2.314
F -2.040 1.216 3.138
F -3.187 0.547 1.471
H -0.887 3.006 1.701
H 0.115 1.044 1.497
H -1.860 -0.153 -0.399
H -1.168 1.305 -1.016
H 1.669 -0.963 -3.809
H 3.279 -2.205 -2.355
K -3.438 3.089 1.478
*
```

Calculated values
Largest force on an atom   1.56 eV Å⁻¹
HOMO-LUMO gap   7.9 eV
E_LUMO   -3.71 eV

---

[5]
BrH8O4Zn as an isolated structure, computed with wB97M-V/def2-TZVPD.

The geometry in ORCA input format:
```
! wB97M-V def2-TZVPD RIJCOSX def2/J DEFGRID3
* xyz 1 1
Zn 0.565 2.434 1.770
Br -1.290 0.909 1.015
O -0.067 -1.870 -0.880
H -0.490 -2.145 -1.695
H -0.648 -1.208 -0.574
O -0.406 0.953 -2.460
H -1.211 1.073 -1.950
H -0.523 0.077 -2.844
O -0.480 -1.998 2.966
H -0.989 -1.297 2.637
H 0.387 -1.846 2.535
O 1.521 1.893 0.018
H 1.163 1.330 -0.659
H 2.470 1.693 0.121
*
```

Calculated values
Largest force on an atom   3.18 eV Å⁻¹
HOMO-LUMO gap   5.8 eV
Energy above the lowest of the compared OMol25 structures with the same formula, charge and spin   350.03 kJ/mol
E_LUMO   -8.31 eV

---

[6]
C5H5N4S as an isolated structure, computed with wB97M-V/def2-TZVPD.

The geometry in ORCA input format:
```
! wB97M-V def2-TZVPD RIJCOSX def2/J DEFGRID3
* xyz 1 1
C 2.618 -0.474 1.225
C 2.085 -0.703 -0.002
C 0.834 0.746 1.169
C -2.042 1.441 -1.042
C -2.872 -1.378 -0.604
N 1.836 0.471 1.930
N -0.941 0.965 -0.978
N 0.880 0.061 -0.002
N -0.060 0.107 -0.938
S -3.507 -0.344 -1.495
H 3.487 -0.951 1.759
H 2.295 -1.405 -0.790
H 0.178 1.427 1.422
H -2.354 2.415 -1.377
H -2.440 -2.381 -0.278
*
```

Calculated values
Largest force on an atom   4.91 eV Å⁻¹
HOMO-LUMO gap   6.6 eV
Energy above the lowest of the compared OMol25 structures with the same formula, charge and spin   629.27 kJ/mol
E_LUMO   -6.14 eV